(1)
158
Properties=species:S:1:pos:R:3:mulliken_spin:R:1 method="wB97M-V/def2-TZVPD" total_charge=+2 multiplicity=11 e_lumo_ha="-0.1390 / -0.2533" gap_ha="0.3269 / 0.2126" homo_ha="-0.4659 / -0.4658"
Fe -1.37 1.32 -2.12 4.4051
Fe 2.65 -1.21 -1.46 4.3693
S 0.02 -0.29 0.39 0.1109
O 0.15 0.24 1.72 -0.0100
O -0.58 0.67 -0.58 0.0780
O 1.34 -0.69 -0.15 0.0082
O -0.90 -1.45 0.41 0.0313
S 1.28 -0.05 -3.44 0.0396
O 1.13 -1.32 -2.69 0.1349
O 0.12 0.81 -3.15 0.0932
O 2.45 0.34 -2.62 0.1313
O 1.49 -0.23 -4.85 0.0286
C 0.03 4.06 -4.28 -0.0033
C 0.53 3.69 -2.90 -0.0177
C 1.24 4.91 -2.28 0.0096
O 1.89 4.45 -1.12 0.0009
C 3.08 5.18 -0.79 0.0000
N -0.66 3.28 -2.08 0.0818
H 0.78 4.50 -4.94 -0.0002
H -0.74 4.83 -4.19 0.0002
H -0.30 3.20 -4.87 0.0009
H 1.27 2.89 -2.96 0.0080
H 0.47 5.65 -2.04 0.0005
H 1.86 5.35 -3.07 0.0009
H 3.83 5.14 -1.59 0.0000
H 3.41 4.65 0.10 0.0000
H 2.85 6.23 -0.60 0.0000
H -0.23 3.44 -1.16 -0.0040
H -1.30 4.05 -2.24 0.0094
C 3.59 1.82 0.06 0.0114
C 4.57 0.85 -0.63 -0.0225
C 6.00 1.06 -0.06 0.0057
O 6.78 0.13 -0.76 0.0010
C 8.18 0.24 -0.55 -0.0006
N 4.17 -0.56 -0.29 0.0822
H 4.21 2.69 0.29 0.0004
H 3.26 1.37 0.99 0.0036
H 2.74 2.14 -0.54 0.0004
H 4.54 0.96 -1.71 -0.0065
H 6.07 0.93 1.03 0.0010
H 6.29 2.09 -0.31 0.0009
H 8.66 -0.43 -1.27 0.0000
H 8.43 -0.12 0.45 0.0000
H 8.61 1.21 -0.79 0.0001
H 5.11 -0.99 -0.34 -0.0040
H 4.18 -0.56 0.74 0.0126
C 2.74 -4.86 0.92 0.0085
C 3.49 -3.65 0.35 -0.0145
C 4.79 -4.12 -0.30 0.0181
O 5.40 -3.01 -0.94 0.0241
C 6.67 -3.31 -1.46 0.0001
N 2.52 -3.09 -0.68 0.0926
H 3.37 -5.36 1.66 -0.0005
H 2.28 -5.60 0.26 0.0006
H 1.91 -4.57 1.58 -0.0011
H 3.72 -3.03 1.22 -0.0075
H 4.44 -4.84 -1.05 0.0001
H 5.50 -4.55 0.41 0.0007
H 6.62 -4.14 -2.17 0.0000
H 7.41 -3.57 -0.70 -0.0001
H 7.10 -2.46 -1.99 -0.0006
H 1.69 -3.18 -0.09 -0.0154
H 2.42 -3.88 -1.32 0.0179
C -3.70 -2.12 3.78 0.0001
C -2.63 -1.19 3.18 0.0027
C -2.38 0.08 3.97 0.0006
O -3.60 0.81 3.96 -0.0001
C -3.54 2.09 4.52 0.0001
N -1.39 -2.03 3.23 0.0003
H -3.38 -2.40 4.79 0.0000
H -3.75 -2.99 3.14 0.0000
H -4.66 -1.62 3.89 0.0000
H -2.82 -1.08 2.11 -0.0021
H -1.56 0.68 3.56 0.0012
H -2.26 -0.12 5.04 -0.0001
H -2.70 2.63 4.07 -0.0001
H -3.42 2.08 5.60 0.0000
H -4.38 2.73 4.25 0.0000
H -1.40 -2.53 2.35 -0.0012
H -0.60 -1.46 2.92 0.0008
C -4.67 2.92 -4.39 0.0072
C -3.59 2.66 -3.36 0.0106
C -4.17 2.19 -2.03 -0.0029
O -3.02 1.90 -1.16 0.0210
C -3.48 1.78 0.22 0.0077
N -2.50 1.80 -3.89 0.1195
H -4.26 3.50 -5.23 -0.0004
H -5.45 3.60 -4.02 0.0008
H -5.17 2.04 -4.79 -0.0004
H -3.18 3.62 -3.04 -0.0020
H -4.89 1.38 -2.13 -0.0005
H -4.72 2.99 -1.55 0.0009
H -4.22 0.98 0.21 0.0030
H -3.98 2.66 0.62 0.0027
H -2.63 1.53 0.84 -0.0042
H -2.99 0.95 -4.21 0.0008
H -2.15 2.17 -4.76 0.0060
C -1.71 -2.85 -3.02 0.0137
C -2.13 -1.45 -3.44 -0.0090
C -3.36 -1.71 -4.35 0.0019
O -4.01 -0.55 -4.81 0.0007
C -5.30 -0.84 -5.39 0.0000
N -2.38 -0.59 -2.22 0.1200
H -0.83 -2.80 -2.37 -0.0038
H -1.43 -3.54 -3.82 -0.0016
H -2.50 -3.28 -2.40 -0.0013
H -1.34 -1.07 -4.09 -0.0004
H -4.11 -2.31 -3.81 -0.0017
H -3.01 -2.32 -5.19 -0.0001
H -5.28 -1.77 -5.96 0.0000
H -5.53 -0.03 -6.07 0.0000
H -6.12 -0.95 -4.68 0.0000
H -3.38 -0.74 -2.05 0.0035
H -1.95 -1.20 -1.51 -0.0223
C 2.92 1.99 3.77 -0.0002
C 2.64 0.62 4.42 0.0000
C 1.61 0.69 5.52 -0.0002
O 1.72 -0.55 6.24 0.0000
C 0.64 -0.95 7.08 0.0000
N 2.29 -0.37 3.40 -0.0002
H 3.92 1.99 3.34 -0.0002
H 2.97 2.81 4.49 0.0000
H 2.08 2.20 3.10 -0.0002
H 3.60 0.36 4.87 0.0000
H 0.58 0.79 5.16 0.0003
H 1.78 1.44 6.30 0.0001
H -0.20 -1.34 6.51 0.0000
H 0.39 -0.14 7.77 0.0000
H 1.05 -1.72 7.73 0.0000
H 1.81 -1.09 3.94 -0.0001
H 1.54 -0.10 2.75 0.0006
C 0.40 4.86 2.54 -0.0001
C -0.42 3.56 2.72 0.0000
O -0.41 2.86 1.48 0.0074
H 1.45 4.55 2.58 0.0000
H 0.23 5.60 3.32 0.0000
H 0.18 5.34 1.60 0.0000
H -1.42 3.93 2.96 0.0001
H -0.10 2.92 3.54 -0.0001
H -0.21 1.91 1.67 0.0038
C -1.61 -5.48 0.99 -0.0001
C -1.36 -4.66 -0.27 0.0006
O -0.20 -3.86 -0.20 -0.0014
H -1.62 -4.79 1.84 0.0000
H -0.80 -6.16 1.24 0.0000
H -2.55 -6.00 0.88 0.0000
H -2.25 -4.01 -0.35 -0.0003
H -1.33 -5.26 -1.18 0.0000
H -0.49 -2.98 0.14 0.0005
C -5.04 -3.46 -0.07 0.0003
C -4.60 -2.01 0.12 0.0016
O -4.96 -1.15 -0.96 0.0004
H -6.10 -3.44 -0.35 0.0000
H -4.74 -4.00 0.82 0.0000
H -4.52 -3.94 -0.90 -0.0002
H -3.54 -1.91 0.36 -0.0011
H -5.04 -1.61 1.04 0.0004
H -5.88 -0.91 -0.86 0.0002

(2)
152
Properties=species:S:1:pos:R:3:mulliken_charge:R:1 method="wB97M-V/def2-TZVPD" relative_energy_kcal_mol=12.98 e_lumo_ha=0.0158 gap_ha=0.3280 homo_ha=-0.3123
C 7.07 2.64 2.19 -0.6381
O 6.68 3.65 1.30 -0.3973
C 5.78 3.26 0.28 -0.7738
C 6.20 2.05 -0.54 1.1441
C 7.61 2.15 -1.13 -1.4896
N 5.23 1.73 -1.59 -0.7052
H 7.68 1.86 1.73 0.2211
H 6.21 2.15 2.68 0.2239
H 7.66 3.11 2.97 0.2995
H 4.80 3.07 0.76 0.3173
H 5.64 4.13 -0.37 0.4156
H 6.21 1.22 0.19 -0.1158
H 7.69 3.14 -1.59 0.3115
H 7.72 1.37 -1.86 0.4328
H 8.37 2.17 -0.34 0.2777
H 4.66 2.54 -1.79 0.2844
H 4.61 0.99 -1.31 0.1886
C -0.34 3.81 -1.40 -0.8567
O -0.12 2.42 -1.46 -0.3065
C 0.78 1.98 -0.46 -0.7585
C 1.16 0.54 -0.73 0.5399
C -0.01 -0.45 -0.81 -0.9017
N 2.19 0.12 0.21 -0.0501
H -0.91 4.05 -0.48 0.3987
H -0.97 4.13 -2.22 0.0808
H 0.58 4.40 -1.31 0.4269
H 1.70 2.57 -0.54 0.2549
H 0.31 2.12 0.53 0.2107
H 1.58 0.55 -1.74 0.4469
H -0.50 -0.58 0.16 0.1467
H 0.39 -1.42 -1.11 -0.2255
H -0.68 -0.15 -1.62 0.5417
H 1.77 -0.45 0.94 -0.2297
H 2.93 -0.46 -0.16 -0.0291
C 0.63 -1.45 5.43 -0.5734
O 1.23 -1.44 4.11 0.0841
C 2.42 -0.66 4.02 -0.8395
C 3.61 -1.44 4.53 0.7909
C 4.89 -0.63 4.53 -1.4986
N 3.74 -2.69 3.73 -0.5364
H 1.32 -1.87 6.17 0.3507
H -0.20 -2.12 5.25 -0.0759
H 0.31 -0.43 5.66 0.3276
H 2.52 -0.51 2.94 -0.0822
H 2.27 0.29 4.53 0.4964
H 3.38 -1.76 5.55 0.1527
H 5.25 -0.43 3.52 0.1728
H 5.64 -1.16 5.12 0.4135
H 4.75 0.33 5.03 0.4238
H 3.88 -3.50 4.34 0.2411
H 2.79 -2.82 3.38 0.0729
C -4.41 -0.09 -6.02 -0.6907
O -4.80 0.85 -5.02 -0.4737
C -3.83 0.97 -4.01 0.1610
C -4.44 1.79 -2.87 0.2939
C -3.59 1.83 -1.62 -0.7649
N -5.74 1.20 -2.48 -0.8936
H -5.22 -0.09 -6.74 0.3266
H -4.34 -1.06 -5.52 0.1704
H -3.48 0.19 -6.52 0.2791
H -3.55 -0.02 -3.62 -0.0562
H -2.94 1.46 -4.44 0.3645
H -4.61 2.81 -3.23 0.3621
H -2.67 2.42 -1.69 -0.1484
H -3.28 0.85 -1.26 0.2450
H -4.16 2.36 -0.86 0.4065
H -5.51 0.25 -2.15 0.2762
H -6.27 1.01 -3.32 0.3228
C -1.51 5.48 2.12 -0.7921
O -1.40 6.20 0.92 -0.2233
C -2.30 7.25 0.75 -1.0850
C -2.60 7.51 -0.71 0.5883
C -3.28 6.30 -1.36 -1.2396
N -1.36 7.85 -1.43 -0.8305
H -1.44 6.14 2.99 0.3760
H -0.68 4.78 2.14 0.1684
H -2.46 4.93 2.14 0.3261
H -3.28 7.11 1.24 0.4689
H -1.89 8.17 1.19 0.3784
H -3.30 8.36 -0.72 0.2958
H -3.86 6.55 -2.24 0.3600
H -4.03 5.88 -0.67 0.4123
H -2.55 5.52 -1.51 0.2085
H -0.57 7.48 -0.91 0.3208
H -1.34 7.37 -2.32 0.3447
C -4.56 -3.27 5.51 -0.7121
O -3.78 -2.10 5.35 -0.5125
C -2.86 -2.14 4.27 -0.3535
C -3.48 -2.41 2.91 0.3987
C -2.45 -2.33 1.79 -0.9456
N -4.72 -1.67 2.67 -0.6088
H -5.04 -3.55 4.58 0.3323
H -5.31 -3.07 6.27 0.2613
H -3.92 -4.08 5.89 0.2801
H -2.35 -1.17 4.30 0.3029
H -2.15 -2.95 4.51 0.1595
H -3.73 -3.49 2.91 0.0991
H -1.52 -2.73 2.20 -0.2242
H -2.28 -1.30 1.48 0.6693
H -2.76 -2.94 0.94 0.2991
H -4.43 -0.76 2.30 0.3094
H -5.11 -1.42 3.57 0.3505
C -1.23 -6.52 3.10 -0.6327
O -0.15 -5.66 3.43 -0.4633
C 0.16 -4.74 2.43 0.4137
C 0.90 -5.30 1.22 0.7693
C 2.27 -5.87 1.60 -1.4796
N 1.04 -4.31 0.15 -0.1226
H -2.15 -6.01 2.81 0.1777
H -1.42 -7.10 4.00 0.3203
H -0.92 -7.19 2.30 0.3051
H -0.71 -4.13 2.11 -0.2255
H 0.81 -3.96 2.87 -0.2805
H 0.33 -6.17 0.86 0.1954
H 2.92 -5.13 2.06 0.1258
H 2.73 -6.20 0.67 0.4393
H 2.15 -6.78 2.20 0.3866
H 2.00 -3.99 0.03 0.1797
H 0.59 -3.47 0.52 -0.1796
C 0.75 -4.35 -3.23 -0.5389
O -0.61 -4.55 -3.56 -0.4284
C -1.52 -3.68 -2.90 -0.3917
C -2.78 -3.59 -3.73 0.4148
C -2.43 -3.12 -5.14 -1.3869
N -3.69 -2.61 -3.08 -0.3013
H 1.00 -5.01 -2.40 0.1564
H 0.97 -3.33 -2.90 0.2180
H 1.37 -4.63 -4.08 0.3459
H -1.69 -4.07 -1.89 0.3361
H -1.05 -2.69 -2.87 -0.0095
H -3.25 -4.58 -3.72 0.3957
H -1.54 -3.65 -5.48 0.4110
H -2.22 -2.05 -5.14 0.1796
H -3.26 -3.34 -5.81 0.3546
H -4.65 -2.93 -3.19 0.2694
H -3.54 -2.59 -2.08 0.0175
N 5.55 -2.48 1.39 -0.3276
C 4.89 -2.37 0.21 0.5088
N 5.64 -2.09 -0.91 -0.4095
O 3.67 -2.52 0.14 -0.3463
H 6.54 -2.44 1.48 0.1795
H 4.91 -2.64 2.18 0.2263
H 6.63 -2.09 -0.82 0.1692
H 5.13 -1.92 -1.76 0.2259
N -2.67 6.13 -5.98 -0.4463
C -2.34 5.40 -4.86 0.4815
N -2.88 4.13 -4.82 -0.0327
O -1.65 5.82 -3.96 -0.5911
H -2.12 6.94 -6.20 0.2501
H -3.22 5.71 -6.70 0.1466
H -3.48 3.77 -5.54 0.2712
H -2.74 3.61 -3.98 -0.2476

(3)
152
Properties=species:S:1:pos:R:3:mulliken_charge:R:1 method="wB97M-V/def2-TZVPD" relative_energy_kcal_mol=14.08 e_lumo_ha=0.0153 gap_ha=0.3009 homo_ha=-0.2856
C 1.08 -2.95 -5.99 -0.7745
O 1.09 -3.38 -4.63 -0.2552
C 1.48 -2.44 -3.68 -0.1480
C 1.38 -2.97 -2.27 2.3878
C 2.30 -4.16 -2.02 -1.6799
N 0.00 -3.33 -1.89 -0.1577
H 0.68 -3.77 -6.60 0.2402
H 2.08 -2.73 -6.40 0.3023
H 0.37 -2.11 -6.10 0.2421
H 2.53 -2.08 -3.91 0.6617
H 0.79 -1.55 -3.67 -0.4268
H 1.65 -2.13 -1.63 -1.6453
H 2.25 -4.82 -2.89 0.4026
H 2.11 -4.69 -1.10 0.3851
H 3.34 -3.85 -2.00 0.4392
H -0.25 -4.18 -2.39 0.0653
H -0.66 -2.60 -2.23 -0.0528
C 3.02 4.39 -2.66 -0.4521
O 2.93 5.16 -1.47 -0.4370
C 2.43 4.42 -0.34 0.4437
C 2.38 5.46 0.90 0.0859
C 3.70 6.30 1.11 -1.2978
N 2.07 4.82 2.11 -0.5319
H 3.15 5.03 -3.55 0.3291
H 2.14 3.74 -2.79 0.0249
H 3.88 3.70 -2.72 0.2496
H 1.43 4.02 -0.48 -0.1847
H 3.10 3.62 -0.09 0.1305
H 1.58 6.12 0.60 0.4428
H 4.45 5.81 1.75 0.2515
H 3.39 7.18 1.64 0.3697
H 4.17 6.51 0.15 0.3253
H 1.16 4.38 2.15 0.2234
H 2.84 4.20 2.43 0.1455
C 4.36 0.55 6.60 -0.6253
O 4.95 1.79 6.15 -0.4268
C 4.13 2.28 5.11 -0.8135
C 4.48 1.70 3.75 1.0153
C 5.96 1.95 3.40 -1.6267
N 3.70 2.28 2.68 0.0643
H 3.31 0.67 6.86 0.2690
H 4.83 0.22 7.51 0.3181
H 4.48 -0.27 5.86 0.2229
H 3.07 2.09 5.37 0.2175
H 4.29 3.34 4.99 0.3826
H 4.18 0.67 3.83 -0.0448
H 6.61 1.73 4.23 0.5038
H 6.04 3.01 3.16 0.3180
H 6.30 1.34 2.55 0.2575
H 4.26 2.29 1.86 0.2597
H 2.78 1.89 2.47 -0.3294
C -2.92 -1.58 -3.34 -0.0666
O -3.24 -2.87 -3.68 -0.3668
C -2.83 -3.26 -5.02 0.0351
C -2.99 -4.78 -5.12 0.3906
C -2.20 -5.67 -4.17 -1.1838
N -2.80 -5.07 -6.54 -0.6664
H -3.08 -1.45 -2.30 -0.0331
H -3.43 -0.78 -3.88 0.4607
H -1.89 -1.37 -3.56 -0.1070
H -3.33 -2.72 -5.84 0.3643
H -1.76 -3.04 -5.15 -0.3598
H -4.04 -5.00 -4.97 0.3245
H -2.33 -6.70 -4.49 0.4298
H -2.53 -5.69 -3.13 0.3132
H -1.13 -5.47 -4.18 0.0536
H -3.22 -5.97 -6.75 0.2860
H -1.79 -5.07 -6.76 0.2151
C -2.69 1.18 5.33 -0.7334
O -1.42 0.83 4.86 -0.3672
C -1.46 0.10 3.65 -0.8840
C -0.04 0.03 3.13 2.5026
C 0.87 -0.80 4.02 -1.7035
N 0.57 1.36 3.04 0.3844
H -2.52 1.61 6.31 0.2976
H -3.40 0.34 5.41 0.2924
H -3.16 2.00 4.80 0.2165
H -1.84 -0.92 3.81 0.5701
H -2.11 0.54 2.92 0.1331
H -0.08 -0.37 2.11 -1.3291
H 0.84 -0.31 4.98 0.3966
H 1.85 -0.90 3.58 0.1023
H 0.53 -1.82 4.11 0.2408
H 0.22 1.94 2.26 -0.5191
H 0.43 1.81 3.94 0.3227
C -6.24 -2.06 3.26 -0.8619
O -5.26 -1.09 2.88 -0.0986
C -5.86 -0.03 2.14 -0.6404
C -6.12 -0.22 0.59 0.2864
C -4.90 -0.93 -0.01 -0.8057
N -6.26 1.10 0.09 -0.5483
H -5.70 -2.70 3.92 0.2571
H -6.52 -2.62 2.35 0.3040
H -7.15 -1.64 3.73 0.3174
H -6.78 0.30 2.67 0.5051
H -5.09 0.77 2.19 -0.0626
H -7.02 -0.81 0.35 0.3278
H -4.01 -0.62 0.50 -0.1811
H -4.72 -0.64 -1.04 0.3309
H -5.11 -2.00 0.03 0.4794
H -6.21 1.08 -0.93 0.2088
H -7.17 1.47 0.37 0.2422
O -0.49 -2.31 0.89 -0.2298
C -1.70 -2.74 1.40 0.4691
C -1.66 -3.80 2.44 -0.6999
O -1.17 -5.10 2.00 -0.5455
H -0.16 -2.81 0.12 0.1559
H -2.24 -1.86 1.81 -0.4668
H -2.41 -3.02 0.57 0.2750
H -2.69 -3.89 2.79 0.3554
H -1.13 -3.46 3.34 0.2372
H -0.90 -5.57 2.78 0.3394
O -0.86 3.41 0.81 0.0794
C -2.01 4.23 1.07 -1.0685
C -3.24 3.44 1.38 0.4808
O -3.66 2.81 0.19 -0.5809
H -0.78 3.14 -0.15 0.0112
H -1.71 4.72 2.02 0.3818
H -2.26 5.03 0.41 0.4473
H -4.07 4.03 1.78 0.4407
H -3.07 2.62 2.10 -0.4608
H -4.43 2.26 0.41 0.3013
O -0.44 1.99 -1.63 -0.8413
C -0.20 0.72 -1.03 -0.2260
C 1.19 0.51 -0.44 2.1239
O 2.09 0.46 -1.55 -0.4938
H 0.17 2.10 -2.36 0.1293
H -0.89 0.57 -0.20 0.0239
H -0.55 -0.06 -1.67 -0.4182
H 1.19 -0.44 0.09 0.0382
H 1.54 1.31 0.25 -0.6314
H 2.88 0.09 -1.12 0.1627
O 1.14 1.90 -4.17 -0.6330
C 0.04 1.17 -4.81 1.0137
C -0.46 1.96 -5.98 -0.7899
O 0.28 1.48 -7.12 -0.5456
H 1.59 1.40 -3.45 0.2194
H 0.37 0.20 -5.09 -0.1538
H -0.76 1.03 -4.09 -0.0051
H -0.28 3.04 -5.90 0.3488
H -1.52 1.72 -6.05 0.2644
H 0.84 2.14 -7.50 0.2966
O 5.36 -2.36 0.25 -0.5887
C 4.03 -2.04 0.66 0.5186
C 4.01 -0.58 1.12 0.0574
O 4.44 0.27 0.11 -0.4730
H 5.96 -2.11 0.97 0.3512
H 3.34 -2.06 -0.15 -0.5608
H 3.73 -2.67 1.52 0.4272
H 4.67 -0.51 1.98 0.6993
H 2.98 -0.41 1.42 -0.8025
H 5.17 -0.19 -0.37 0.4269

| no. | E (Eh) |
| --- | --- |
| 1 | -6413.328558 |
| 2 | -2762.406430 |
| 3 | -2885.173691 |